1.
77
Properties=species:S:1:pos:R:3:forces:R:3:mulliken_spin:R:1 method="wB97M-V/def2-TZVPD" gap_ev="6.75 / 6.77" lumo_energy_ev="0.4 / 0.4" spin_multiplicity=6
C -1.57642 -1.60669 -3.54176 -0.070 -0.256 -0.060 0.00
C -1.62358 -0.12770 -3.34653 0.011 1.558 -0.525 0.00
H -2.32301 -1.93183 -4.26568 0.075 -0.148 -0.011 0.00
H -1.73597 -2.12738 -2.58558 0.026 0.170 -0.301 0.00
H -0.57975 -1.89827 -3.90192 -0.187 0.023 0.041 0.00
C -2.62203 0.68316 -3.72688 0.737 -0.447 -0.031 0.00
C -3.84487 0.21488 -4.42317 -0.636 -0.057 -0.223 0.00
H -2.54469 1.76058 -3.56721 0.087 -0.308 -0.047 0.00
H -4.13626 -0.79762 -4.11461 -0.019 0.247 -0.132 0.00
H -3.70971 0.21839 -5.51347 -0.140 -0.043 0.106 0.00
H -4.67128 0.89703 -4.19757 -0.107 -0.178 -0.116 0.00
Sm 0.66257 -0.23616 1.40542 -1.197 1.663 -1.861 5.05
Cl 2.59045 -0.58237 -0.64206 -0.026 -0.193 0.453 -0.01
Cl -0.34060 -1.30911 3.55307 0.046 -0.104 0.318 -0.01
H 4.31040 -0.13242 5.53233 -0.123 -0.042 -0.096 0.00
H 5.99694 -1.88068 4.37739 -0.138 -0.088 -0.058 0.00
C 3.50782 -0.72853 5.08379 0.068 -0.135 0.051 0.00
C 5.07643 -2.36432 4.03000 0.183 0.042 -0.117 0.00
N 4.01264 -1.38885 3.88002 0.075 0.021 0.095 0.00
H 2.66115 -0.09511 4.81333 0.184 -0.189 0.126 0.00
C 3.50336 -1.10137 2.69791 -0.847 0.576 0.154 0.00
O 2.52665 -0.31764 2.58619 1.783 -0.672 0.330 0.00
H 5.25648 -2.83114 3.05662 0.050 0.008 0.253 0.00
H 3.95172 -1.57746 1.81164 -0.112 0.124 0.217 0.00
H 3.19768 -1.48949 5.80677 -0.046 0.127 -0.130 0.00
H 4.78725 -3.12870 4.75975 -0.002 0.114 -0.182 0.00
H -2.90046 -0.87272 -0.59074 0.107 0.126 0.167 0.00
H -4.27874 1.76630 -1.30755 -0.006 -0.148 0.249 0.00
C -3.38174 -0.55862 0.34291 0.118 0.046 -0.331 0.00
C -4.50114 1.58861 -0.24356 0.249 0.165 -0.038 0.00
N -3.39669 0.90409 0.42338 0.222 0.196 0.635 0.00
H -2.82980 -0.96841 1.19203 -0.114 0.087 -0.113 0.00
C -2.42283 1.58016 1.05790 -0.085 -1.095 -0.413 0.00
O -1.39960 1.04704 1.53213 -0.799 0.575 -0.119 0.00
H -4.67988 2.55420 0.24262 -0.053 -0.175 -0.108 0.00
H -2.61496 2.66965 1.11796 0.225 -0.343 0.075 0.00
H -4.41885 -0.90468 0.34942 0.118 0.025 0.187 0.00
H -5.39835 0.96252 -0.17919 0.183 0.253 0.080 0.00
O -0.87492 -0.21545 -1.32035 0.116 0.562 3.202 -0.01
C -0.50139 0.38610 -2.45480 0.127 -0.305 -0.345 0.00
C -1.22605 2.72217 -1.72218 0.023 0.255 0.192 0.00
C -0.32754 1.91796 -2.41489 -0.308 -0.946 -0.525 0.00
H -2.02061 2.22946 -1.14877 0.522 0.260 -0.343 0.00
C -1.13051 4.11478 -1.79964 0.034 -0.323 0.016 0.00
H 0.46178 -0.05472 -2.77574 0.245 0.356 -0.510 0.00
C 0.66115 2.49352 -3.20451 -0.216 0.361 -0.049 0.00
H -1.81904 4.73055 -1.21680 0.166 -0.035 -0.259 0.00
C -0.17073 4.69376 -2.63315 0.095 0.084 0.068 0.00
C 0.71801 3.88101 -3.34497 0.131 -0.091 0.097 0.00
H 1.35246 1.82636 -3.72544 -0.159 0.282 0.048 0.00
H -0.11331 5.78018 -2.72956 -0.024 -0.292 0.008 0.00
H 1.46130 4.32248 -4.01204 -0.198 -0.012 0.198 0.00
Si 0.32984 -4.20596 0.72803 -0.432 -0.199 0.734 0.00
Cl -0.34729 -2.27867 0.05580 -0.136 -2.349 -0.443 0.00
C -0.50405 -4.59196 2.36317 -0.167 0.023 0.165 0.00
C 2.17571 -4.15406 0.96693 0.583 0.044 -0.044 0.00
C -0.13559 -5.52302 -0.50822 -0.077 0.065 -0.387 0.00
H -0.84639 -3.67316 2.85735 0.074 -0.277 -0.122 0.00
H 0.19797 -5.08337 3.05369 -0.108 0.106 -0.220 0.00
H -1.36217 -5.26770 2.24056 0.159 0.194 -0.063 0.00
H -1.22183 -5.66323 -0.56516 0.177 0.118 -0.006 0.00
H 0.29680 -6.49269 -0.21725 -0.016 0.305 0.080 0.00
H 0.23622 -5.28849 -1.51193 -0.082 -0.034 0.100 0.00
H 2.57828 -3.13400 0.99080 -0.112 -0.173 -0.115 0.00
H 2.68326 -4.67933 0.14493 -0.094 0.209 0.139 0.00
H 2.46377 -4.65892 1.90256 -0.196 0.123 -0.230 0.00
C 0.75642 4.55053 1.92945 -0.128 0.149 0.407 0.00
N 1.48123 4.17450 0.74541 0.184 -0.243 -0.305 0.00
C 1.75430 2.87956 0.46049 0.172 -0.277 -0.349 0.00
N 2.51729 2.61131 -0.61779 -0.046 -0.057 0.572 0.00
O 1.31243 1.96117 1.20219 0.325 0.680 -0.266 -0.01
H 0.10548 3.72491 2.23079 0.104 0.189 -0.090 0.00
H 0.15301 5.44114 1.72865 0.062 -0.175 0.017 0.00
H 1.44725 4.77065 2.75409 -0.208 -0.017 -0.037 0.00
H 1.86483 4.89985 0.15796 -0.093 -0.237 0.061 0.00
H 2.70282 1.62246 -0.83390 -0.192 0.351 0.045 0.00
H 2.77945 3.34094 -1.26082 -0.146 -0.193 0.033 0.00



2.
77
Properties=species:S:1:pos:R:3:forces:R:3:mulliken_charge:R:1 method="wB97M-V/def2-TZVPD" gap_ev=7.30 lumo_energy_ev=-2.9 total_charge=+1
N -7.16552 -2.69859 -5.04892 0.172 -0.102 0.428 -0.57
C -6.95868 -1.78165 -3.94445 -0.225 -0.099 -0.597 -0.51
P -6.85557 -2.54054 -2.28733 0.034 -0.113 0.039 0.26
C -5.14042 -2.67283 -1.67589 0.127 -0.067 0.164 -0.49
O -4.38713 -1.77716 -2.43975 -0.082 0.113 -0.163 -0.31
C -3.05334 -2.15358 -2.64387 0.305 -0.061 0.040 0.54
C -2.63731 -2.38990 -3.94442 0.006 0.064 0.259 -0.50
C -1.30865 -2.72761 -4.16981 -0.037 0.026 0.110 -0.49
C -0.42219 -2.83258 -3.10265 -0.228 0.037 0.034 -0.56
C -0.86335 -2.59134 -1.80586 -0.067 0.042 -0.072 -0.38
C -2.18697 -2.24047 -1.56671 0.016 -0.042 -0.177 -0.53
C -7.87976 -1.69752 -1.04523 -0.115 -0.021 -0.006 -0.53
O -7.69544 -2.44786 0.14472 0.089 0.114 0.440 -0.32
C -7.46125 -1.71807 1.28656 0.028 0.354 -0.002 0.82
F -7.22013 -2.57692 2.26311 -0.131 0.587 -0.486 -0.22
F -6.38709 -0.89803 1.10855 -0.569 -0.563 0.230 -0.21
F -8.50771 -0.92884 1.58885 0.616 -0.535 -0.113 -0.23
H -7.97453 -3.29485 -4.93386 -0.116 0.095 -0.089 0.27
H -6.36223 -3.29203 -5.21165 0.061 0.061 -0.109 0.26
H -6.02650 -1.24043 -4.09016 0.041 0.100 0.091 0.37
H -7.76661 -1.04965 -3.91360 -0.035 0.052 0.033 0.44
H -7.38172 -3.82686 -2.38166 -0.085 -0.084 0.055 0.12
H -4.80594 -3.70945 -1.77383 0.026 -0.014 -0.073 0.54
H -5.15396 -2.42316 -0.61103 0.032 -0.008 0.050 0.30
H -3.34636 -2.28189 -4.75374 0.026 -0.027 -0.091 0.39
H -0.97370 -2.90375 -5.18200 0.052 -0.015 -0.015 0.39
H 0.61012 -3.09462 -3.28129 0.042 -0.013 -0.014 0.42
H -0.17996 -2.65204 -0.97065 0.037 -0.011 0.011 0.44
H -2.53014 -2.01415 -0.56566 0.027 0.005 0.035 0.42
H -8.92467 -1.73513 -1.35574 -0.043 0.083 0.016 0.41
H -7.56318 -0.65934 -0.95252 0.032 0.082 0.024 0.43
C 2.08107 -1.70050 0.94114 -0.096 -0.132 -0.051 -0.72
O 1.00760 -1.16729 1.68161 0.033 0.194 -0.026 -0.21
C 1.24247 -1.12435 3.07941 0.006 -0.147 -0.003 -0.56
C 0.56308 0.06185 3.72209 -0.053 -0.038 0.035 -0.38
O 1.16815 1.30433 3.42445 0.029 0.098 0.103 -0.43
C 0.94301 1.88626 2.15206 0.122 -0.019 -0.092 -0.12
C -0.43385 2.47334 1.95696 -0.085 0.066 -0.093 -0.92
O -1.41903 1.47014 1.75432 0.089 -0.113 0.189 -0.17
C -2.69585 1.85525 2.20281 -0.021 0.012 -0.088 -0.73
H 2.17895 -2.78192 1.09584 0.054 0.009 0.015 0.33
H 1.86893 -1.51126 -0.11077 0.017 -0.021 -0.015 0.20
H 3.03338 -1.22134 1.19084 -0.020 0.026 0.051 0.30
H 2.31855 -1.07112 3.27959 0.013 0.033 -0.005 0.34
H 0.85499 -2.03951 3.54728 0.062 -0.030 0.013 0.41
H 0.68207 -0.05646 4.80163 -0.046 0.009 0.006 0.39
H -0.50643 0.06896 3.49999 0.021 -0.018 -0.122 0.14
H 1.19092 1.19165 1.34656 -0.129 -0.037 -0.005 0.16
H 1.65060 2.71671 2.10313 0.017 -0.004 -0.026 0.41
H -0.40422 3.13092 1.07821 -0.009 0.068 0.041 0.40
H -0.68816 3.08258 2.83156 -0.003 -0.015 0.029 0.38
H -2.67246 2.17938 3.24914 -0.001 0.005 -0.002 0.35
H -3.34561 0.98417 2.12260 -0.012 0.004 -0.019 0.14
H -3.11471 2.66649 1.59519 0.009 0.022 0.016 0.33
C 6.50625 3.99518 -2.28203 -0.063 -0.031 -0.056 -0.78
O 6.14083 3.03553 -1.31736 0.107 0.063 0.192 -0.26
C 6.96452 1.88394 -1.31781 -0.063 -0.015 -0.151 -0.57
C 7.13521 1.31938 0.07249 -0.060 -0.130 0.002 -0.25
O 7.98589 2.07844 0.90769 0.107 -0.029 0.026 -0.43
C 7.46343 3.24593 1.51486 0.032 0.135 -0.012 -0.38
C 6.56517 2.98324 2.69927 -0.089 0.068 0.106 -0.61
O 5.29219 2.51980 2.28668 0.093 -0.176 -0.140 -0.22
C 4.66252 1.68174 3.22850 -0.043 0.070 -0.036 -0.46
H 6.31312 3.64067 -3.30142 0.029 -0.005 -0.001 0.33
H 5.90496 4.88377 -2.09986 -0.026 -0.007 -0.015 0.23
H 7.56483 4.26300 -2.19651 0.008 -0.009 -0.005 0.34
H 7.95186 2.11793 -1.73146 0.015 0.033 0.024 0.35
H 6.50707 1.10855 -1.94858 0.055 -0.003 -0.050 0.36
H 7.64182 0.35726 -0.03709 -0.047 -0.031 0.007 0.38
H 6.16306 1.14082 0.53887 -0.015 0.113 -0.017 0.09
H 6.96182 3.88938 0.78831 -0.073 -0.073 0.001 0.20
H 8.34162 3.77560 1.89014 -0.016 0.046 -0.020 0.39
H 6.44966 3.92143 3.25909 0.025 -0.024 0.065 0.38
H 7.04435 2.24962 3.35814 0.004 -0.030 -0.017 0.34
H 5.31659 0.85143 3.52079 0.012 0.019 0.026 0.38
H 3.76923 1.27761 2.75581 -0.039 0.028 0.048 -0.21
H 4.36044 2.23228 4.12636 0.016 -0.023 0.023 0.39



3.
70
Properties=species:S:1:pos:R:3:forces:R:3:mulliken_charge:R:1 method="wB97M-V/def2-TZVPD" gap_ev=6.08 lumo_energy_ev=-4.1 total_charge=+1
C 4.78682 -3.58445 -0.02429 -0.106 -0.287 0.520 -1.14
C 3.24350 -2.94534 -0.00133 0.698 -0.710 -1.000 0.11
C 2.27336 -4.01878 -0.83205 0.996 0.345 -0.174 -0.64
C 1.19587 -3.26373 -1.81105 -0.151 0.453 0.368 0.03
C -0.38621 -3.69352 -1.48756 0.358 0.829 -1.042 -0.80
C -1.18553 -2.29388 -1.18878 -0.159 0.415 1.131 0.11
C -2.72601 -2.47992 -0.64321 -0.502 -0.840 -0.354 0.64
C -3.83226 -1.54033 -1.40252 -1.140 -0.550 0.729 -0.81
C -3.91142 0.01119 -0.88504 0.311 1.045 -0.523 -0.61
C -2.66384 0.50376 0.05520 -0.361 1.372 -0.294 0.95
C -2.93847 1.99553 0.76043 1.256 -0.997 -0.092 -0.82
C -1.44038 2.50568 1.30104 -0.516 0.836 -0.223 0.08
C -0.85791 1.60604 2.54314 -1.458 0.628 1.791 -0.56
N 0.63047 1.33423 2.49057 0.725 -1.177 0.099 -0.08
C 1.05030 0.60845 1.22945 1.861 -1.034 -0.498 0.64
C 2.03282 1.58250 0.32656 -0.908 0.727 -0.271 -1.10
C 1.60605 1.61150 -1.28944 -0.136 1.453 0.239 0.24
C 1.64074 3.22906 -1.71043 0.764 3.331 -0.864 0.17
C 0.38155 4.03452 -2.38801 3.388 2.025 0.886 -0.32
C 0.47996 5.65051 -2.73537 3.320 -1.710 1.800 -0.42
C 1.87506 6.49472 -2.37429 -0.441 -4.295 0.664 -0.36
C 3.13876 5.66779 -1.72103 -3.071 -1.932 -0.545 -0.36
C 3.05041 4.06217 -1.37792 -3.264 2.304 -1.750 -0.32
S 1.09802 0.46543 3.94231 -3.425 -1.515 7.862 1.13
O 1.00956 1.34164 5.24546 1.099 -2.508 -6.161 -0.56
O 0.18990 -0.78822 4.23470 3.570 3.798 -2.542 -0.57
F 2.73588 -0.11732 3.90344 -3.369 1.501 -1.011 -0.26
H 5.35902 -3.34022 -1.01946 -1.276 -0.328 1.919 0.29
H 5.41706 -3.20060 0.88391 -1.142 -0.623 -1.795 0.31
H 4.75725 -4.76909 0.05991 -0.093 2.530 -0.102 0.29
H 2.86515 -2.75526 1.09009 0.738 -0.427 -2.065 0.17
H 3.26701 -1.92747 -0.59129 -0.086 -1.906 1.249 0.02
H 3.03005 -4.62992 -1.52271 -1.833 1.091 1.644 0.30
H 1.77743 -4.73608 -0.02499 0.929 1.414 -1.976 0.23
H 1.31703 -2.09492 -1.60136 -0.418 -2.459 -0.439 -0.26
H 1.45843 -3.38464 -2.96907 -0.617 -0.013 2.659 0.41
H -0.83593 -4.20011 -2.45393 0.773 0.924 2.068 0.29
H -0.44881 -4.46356 -0.59216 0.104 1.756 -1.760 0.27
H -0.56555 -1.71634 -0.35184 -1.269 -1.180 -1.748 -0.34
H -1.23896 -1.55225 -2.10660 0.310 -1.784 1.637 0.29
H -3.06744 -3.61048 -0.81156 0.794 2.323 0.231 0.68
H -2.81128 -2.31856 0.53633 0.382 -0.083 -2.529 -1.14
H -4.89729 -2.02399 -1.16575 2.232 0.967 -0.625 0.27
H -3.71622 -1.59615 -2.57082 0.027 0.086 2.401 0.34
H -4.92922 0.29731 -0.34834 2.041 -0.923 -1.057 0.29
H -3.88226 0.69008 -1.86641 -0.099 -1.328 2.252 0.25
H -1.73996 0.68505 -0.67461 -1.738 -0.769 1.800 -0.35
H -2.41562 -0.21411 0.94986 -0.290 1.096 -2.000 -0.33
H -3.31622 2.72174 -0.07650 0.632 -1.246 1.836 0.34
H -3.69679 1.89646 1.65950 1.420 0.336 -1.930 0.30
H -1.50865 3.62403 1.69845 0.136 -2.440 -0.926 0.37
H -0.76045 2.53829 0.34867 -1.015 -0.202 1.943 -0.22
H -1.42587 0.58914 2.71740 0.974 1.895 -0.666 0.15
H -1.04092 2.24279 3.53495 0.427 -1.476 -2.146 0.43
H 0.08914 0.24364 0.66801 1.978 0.658 0.989 -0.75
H 1.73216 -0.31439 1.55611 -1.771 1.699 -0.877 0.49
H 3.17240 1.31349 0.43352 -2.390 0.412 -0.044 0.26
H 1.85577 2.68623 0.74053 0.544 -2.474 -0.889 0.50
H 2.35873 0.96616 -1.95477 -1.823 1.523 1.449 0.35
H 0.48237 1.24619 -1.42940 2.464 0.611 0.221 -0.16
H -0.62411 3.47955 -2.62375 2.235 1.119 0.493 0.24
H -0.44840 6.19335 -3.23940 2.289 -1.302 1.268 0.28
H 1.97475 7.66402 -2.58127 -0.309 -2.975 0.466 0.28
H 4.14150 6.24290 -1.46888 -2.391 -1.339 -0.611 0.28
H 3.98375 3.51599 -0.88200 -2.312 1.315 -1.255 0.22
N -3.62920 -2.79355 2.77789 -0.126 -0.105 0.270 -0.43
H -3.56968 -3.52154 2.05640 0.033 0.168 0.018 0.38
H -3.89136 -3.22046 3.67417 0.063 0.102 -0.095 0.40
H -2.71773 -2.33049 2.87302 -0.019 -0.038 -0.005 0.25
H -4.33814 -2.10149 2.50813 0.154 -0.115 -0.018 0.35



Number 1: total energy -3711.7636 a.u.. Number 2: total energy -2160.7062 a.u.. Number 3: total energy -1620.5955 a.u..